1.
Below is a structure of composition C3F3N2O5S, with properties calculated with ωB97M-V/def2-TZVPD.

Atoms and positions in Å:
C: -0.082 -0.552 -1.641
C: -0.160 -0.306 -0.235
C: 1.538 0.466 0.196
N: 0.018 -0.579 -2.782
N: -0.353 -1.485 0.552
O: -1.352 -2.102 0.309
O: -2.697 0.627 -0.131
O: 0.352 -1.736 1.471
O: -1.068 0.901 1.633
O: -0.795 2.054 -0.585
F: 2.030 1.422 -0.575
F: 1.620 0.860 1.452
F: 2.332 -0.603 0.079
S: -1.382 1.033 0.256

For the energy relative to the best compared isomer or geometry (same formula, charge and spin), the calculation gives 0.831 eV. The multiplicity is 1. The net charge is -1. For the HOMO-LUMO gap, the calculation gives 9.96 eV.

=====

2.
Below is a cluster of 2 separate species, C3F4 in total, with properties calculated with ωB97M-V/def2-TZVPD.

Atoms and positions in Å:
C: -0.794 -0.756 0.759
C: 2.196 0.428 -0.258
C: -1.491 -0.028 -0.129
F: 2.746 0.447 0.919
F: -1.147 0.415 -1.354
F: 1.161 -0.345 -0.220
F: -2.628 0.514 0.212

For the energy relative to the best compared isomer or geometry (same formula, charge and spin), the calculation gives 4.735 eV. The multiplicity is 1. For the HOMO-LUMO gap, the calculation gives 8.86 eV.

=====

3.
Below is the ion C3F6O4S2 with charge -2, with properties calculated with ωB97M-V/def2-TZVPD.

Atoms and positions in Å:
C: -0.087 0.694 0.399
C: 0.748 0.547 1.641
C: -0.535 -0.581 -0.248
O: 1.548 -0.631 -1.970
O: -1.616 1.278 -2.167
O: 1.864 -1.852 0.156
O: -1.711 -1.050 -2.623
F: 0.543 1.497 -0.445
F: -1.277 1.411 0.780
F: 0.216 -0.335 2.414
F: 0.626 1.714 2.415
F: 2.064 0.289 1.588
F: -1.407 -1.348 0.707
S: 0.983 -1.611 -1.048
S: -1.959 -0.023 -1.600

For the energy relative to the best compared isomer or geometry (same formula, charge and spin), the calculation gives 0.000 eV. The multiplicity is 1. The net charge is -2. For the HOMO-LUMO gap, the calculation gives 6.13 eV.